Formula: C38H58BiBrF4N5O10P5Si2
Source: OMol25
Level of theory: ωB97M-V/def2-TZVPD

```
! wB97M-V def2-TZVPD RIJCOSX def2/J DEFGRID3
* xyz 0 1
N -2.47 -3.79 2.76
H -0.86 -6.58 -0.28
H -2.80 -3.31 4.78
H 1.82 5.60 -0.08
O 2.17 1.56 -0.21
H -2.63 -5.89 2.89
O 1.73 -0.11 2.03
H -4.40 -3.70 -5.82
H -4.44 -2.22 -1.20
H -1.49 2.07 -2.41
H 2.15 -6.11 -1.06
H -2.30 -4.89 -5.30
H -0.38 -6.70 -1.98
N 1.04 -4.52 1.48
Si 0.54 3.98 1.29
C -3.45 1.60 -0.02
C -3.44 -2.38 -0.79
H 5.02 3.12 0.06
H 1.34 3.45 3.59
H -2.70 -0.08 -4.30
H -3.48 4.79 1.13
C 2.61 -1.42 -3.29
H 4.68 -1.79 -2.96
H 2.30 -3.66 2.95
C -2.33 2.02 4.36
H -1.63 -5.56 -1.49
C -4.47 -1.82 1.36
C -1.59 0.89 4.69
H 1.02 -6.53 0.88
H 0.49 4.93 -1.03
F 1.09 4.01 -5.29
C 0.98 -5.94 1.79
H -3.57 -5.11 1.60
O 3.16 -1.44 0.42
H 1.61 -5.49 -2.63
O 4.47 1.00 -1.18
N -3.58 -2.73 0.63
H -0.90 6.05 1.32
H 2.30 -4.39 -1.44
H -2.54 5.51 -0.17
C 1.52 -1.59 -4.12
C -1.23 2.10 2.23
C -2.61 -1.14 -4.53
O 3.82 -1.29 2.91
H 0.07 -6.20 2.34
H -4.62 -1.30 -5.27
C -2.16 2.63 3.13
H -1.36 -2.59 4.04
H 0.34 6.12 2.56
O -1.33 -3.89 0.45
H -2.93 0.65 -0.19
C 0.61 2.81 -5.62
F -0.78 1.16 -8.49
P 3.18 -0.61 1.78
C -3.69 -1.82 -5.07
C -3.15 4.65 0.10
C -1.77 3.06 -2.05
C -1.39 -1.78 -4.32
C 1.27 4.68 -0.30
C -1.30 -3.15 -4.56
O 0.76 -2.53 -0.16
P 0.28 -3.88 0.17
C 0.11 2.62 -6.90
H -4.05 4.68 -0.53
P -2.12 -2.88 1.44
P 3.70 1.49 -0.04
N -0.60 0.96 2.56
H 2.30 -1.86 0.20
H -1.38 -4.31 4.48
H -1.11 5.16 2.82
C 0.05 0.52 -5.01
H 2.68 3.92 2.54
H 0.66 -4.09 3.51
C 1.67 -2.30 -5.31
F -0.81 -0.83 -6.78
H -3.04 2.43 5.07
H -4.58 -2.17 2.38
H -0.38 -3.67 -4.34
Br 1.44 2.12 -3.02
O -1.39 -1.63 1.72
H 0.92 -2.67 2.49
N 0.33 -4.97 -1.06
H -2.63 3.40 -2.64
C -0.36 1.38 -7.25
F 0.11 3.62 -7.78
O 4.12 2.98 0.39
C -0.38 5.46 2.07
O 4.01 0.70 1.33
H 4.94 -3.12 -5.06
C -3.57 -3.17 -5.37
C -1.97 -3.48 4.09
H -2.97 -3.20 -1.32
P -0.04 -0.74 -3.64
H -5.44 -1.82 0.87
H -2.71 3.52 2.86
H -0.12 -0.50 3.90
C -0.69 -6.01 -1.20
H 2.01 2.31 2.43
Si -2.22 3.03 -0.22
C 3.85 -1.96 -3.62
C -3.24 -5.02 2.63
H -0.94 3.73 -2.27
C 3.98 -2.70 -4.79
H -4.11 -4.99 3.28
C 1.24 -3.69 2.67
C 0.61 1.78 -4.70
C 1.75 3.36 2.58
H -4.09 -0.79 1.39
H 3.00 -3.41 -6.56
C -0.38 0.35 -6.32
H -3.89 1.57 0.98
C 1.67 -5.27 -1.57
H -2.85 -1.48 -0.95
C -0.78 2.62 0.93
H 2.53 -0.86 -2.37
H -4.27 1.67 -0.74
C -0.73 0.38 3.74
H 1.96 3.99 -0.76
Bi 0.35 0.58 0.47
C -2.39 -3.83 -5.09
H 0.83 -2.41 -5.99
C 2.89 -2.86 -5.63
H 1.84 -6.19 2.40
H -1.69 0.42 5.66
*
```

* LUMO energy: 0.00887 hartree
* frontier orbital gap: 8.6 eV
* electronic energy: -7983.41377 Ha

Formula: C38H58FNO9S
Source: OMol25
Level of theory: ωB97M-V/def2-TZVPD

```
! wB97M-V def2-TZVPD RIJCOSX def2/J DEFGRID3
* xyz 0 1
H 7.13 5.24 0.26
H 7.55 -5.63 -0.98
C 4.64 6.05 1.37
H 4.59 5.35 4.53
H 1.07 4.42 6.74
C -0.28 5.84 1.53
C -4.38 1.69 -1.00
O -10.68 -5.52 -5.03
C -5.96 -2.80 -0.96
H 7.91 6.83 0.46
H 2.10 -3.52 0.80
C 3.82 -1.59 -0.20
C 1.07 -3.78 1.02
O 6.05 -3.01 -1.60
H -3.47 3.21 -0.01
C 1.47 -3.75 3.56
H -11.78 -5.77 -2.80
H 8.31 -4.06 -1.33
H -0.89 4.21 2.75
H -8.03 -5.51 -3.46
F -5.05 -3.80 -0.76
H 4.21 -4.48 -2.45
C 4.23 5.27 5.56
C -4.54 0.45 -0.38
C 0.38 2.11 -0.74
H 0.42 7.55 0.46
H 0.42 -3.34 0.27
C -5.91 -1.65 0.05
H 2.60 3.92 7.46
H -0.98 -6.08 -2.63
C 6.96 6.32 0.29
H -10.77 -4.46 -2.14
C 6.02 6.66 1.42
C 3.75 -0.51 -1.30
H 6.54 6.66 -0.66
H 4.83 -2.05 -0.27
C 0.58 -4.61 -2.65
C -0.22 -3.35 -2.88
H -6.88 -1.65 0.57
C 2.78 4.87 5.55
C -0.58 0.22 0.34
H 1.52 6.99 1.74
C -2.03 1.94 -0.52
H -8.30 -4.74 -5.04
O 6.35 7.38 2.33
C 5.13 -5.06 -2.38
H 0.02 7.87 2.15
C 0.47 7.15 1.47
H 0.65 -6.73 -2.91
C -0.03 -5.90 -3.14
H 1.87 0.27 -1.99
H -0.18 -5.86 -4.22
H 4.68 0.07 -1.32
H 4.12 6.37 0.47
C -0.32 5.13 2.86
H -0.99 3.56 -1.45
H 0.95 -4.87 0.99
O -0.82 5.38 0.55
C -5.34 2.10 -1.90
H 3.74 -1.13 0.79
H 3.66 -1.01 -2.27
C 0.68 -3.26 2.37
H -0.48 -0.74 0.87
H 4.71 4.96 1.39
C 2.56 0.49 -1.16
C 2.11 4.70 6.89
C -6.47 1.36 -2.18
H 2.98 1.50 -1.27
H 4.82 4.50 6.07
H -5.17 -1.87 0.82
H 7.97 -5.17 -2.66
O 2.18 4.70 4.52
H 2.52 -3.49 3.45
O -0.22 -2.46 2.50
C -1.85 0.75 0.14
H 2.14 5.64 7.44
O 1.66 -4.59 -2.11
H 1.08 -3.29 4.47
H 1.21 2.70 -1.09
H -7.55 -0.41 -1.72
O 1.81 0.33 0.06
O -6.72 -2.88 -1.89
C 6.24 -4.18 -1.87
C 7.61 -4.80 -1.70
C -10.75 -5.42 -2.66
H 3.10 -2.39 -0.39
H -7.21 1.76 -2.87
H 4.07 6.37 2.24
H 4.97 -5.89 -1.69
C -0.89 2.61 -0.93
C 0.55 0.87 -0.10
H 0.33 -2.50 -2.48
H -0.38 -3.20 -3.95
C -10.09 -5.27 -4.00
H 5.39 -5.44 -3.37
H -5.22 3.05 -2.42
H -8.58 -3.82 -3.55
H -1.18 -3.42 -2.36
N -3.28 2.59 -0.79
C -8.65 -4.80 -4.01
H -0.81 5.76 3.60
C -6.64 0.15 -1.52
H 0.69 4.89 3.19
H 1.37 -4.84 3.65
H -10.22 -6.15 -2.05
H 4.36 6.23 6.05
S -3.29 -0.13 0.76
C -5.67 -0.31 -0.64
*
```

* LUMO energy: 0.01894 hartree
* frontier orbital gap: 8.2 eV
* electronic energy: -2712.71369 Ha

Formula: C38H58N3OPbSSi2Te
Source: OMol25
Level of theory: ωB97M-V/def2-TZVPD

```
! wB97M-V def2-TZVPD RIJCOSX def2/J DEFGRID3
* xyz 2 2
H -5.45 0.52 5.71
H -5.23 0.77 3.98
N 0.41 2.20 1.33
H 2.76 1.68 -6.11
H -0.20 -3.33 -0.98
C 0.89 5.06 4.53
C 2.83 0.84 -5.41
H 2.20 1.08 -4.55
Si 2.32 -0.74 -6.24
H -4.15 1.56 5.14
H -0.39 6.44 5.59
H -4.62 -0.54 -1.89
C -0.48 5.71 4.78
C -1.06 0.80 2.65
H -1.47 -2.02 1.05
H -1.85 -5.86 -4.81
C -3.01 -0.70 6.21
H 1.65 3.38 0.19
H 1.99 5.08 1.93
H 1.29 -5.70 -4.29
C -2.63 1.53 -0.64
H 0.62 3.58 6.13
C -0.91 -4.09 -1.33
H -1.93 -3.68 -1.23
C -2.00 0.67 3.66
C 5.19 -0.87 1.25
C -3.80 -0.60 4.90
C -0.21 2.02 2.51
H -3.70 -0.82 7.05
H 3.20 -2.24 -7.99
H 0.25 -1.58 -7.31
C 3.49 -1.28 -7.56
H 4.58 -2.11 -2.29
H -2.07 -6.56 -3.21
H -2.42 0.21 6.40
C 3.93 -0.74 0.64
H 1.58 6.78 3.37
C -2.59 -1.45 2.80
H -3.97 -0.73 -0.26
H -1.73 3.42 -0.17
H -0.56 2.77 4.48
C 6.25 -1.44 0.58
O 2.63 -1.08 -1.27
H 3.38 -2.05 -4.38
H -3.17 -2.37 2.80
C -1.65 -1.26 1.81
H 1.51 5.02 6.60
Pb 0.62 0.26 -0.16
C -1.99 -5.61 -3.76
Te 0.96 -1.68 -3.39
C 1.17 3.28 1.16
H -0.25 -3.22 -5.18
C -4.67 -1.85 4.75
C 0.57 -0.64 -6.86
C -1.79 2.61 -0.89
H -0.43 3.52 -2.28
H 2.89 5.74 3.97
H 7.21 -1.52 1.06
C 0.74 4.07 3.38
C -3.70 -0.66 -1.31
H 1.04 -6.40 -2.69
H -3.21 1.50 0.28
H 3.50 -0.54 -8.37
H 4.52 -1.36 -7.18
N 3.80 -1.19 -0.63
C 4.83 -1.78 -1.29
H -0.83 -4.94 -0.65
C -0.50 -3.00 -4.14
H 1.87 -4.86 -2.84
C -1.06 2.67 -2.07
C 1.91 6.15 4.20
H 2.03 6.80 5.07
H -2.12 1.47 4.38
C -2.03 0.57 -2.75
H -0.84 6.23 3.89
H -4.08 -2.76 4.80
H -5.23 -1.84 3.81
H 3.87 0.79 -5.07
H 2.30 3.79 5.61
H 6.85 -2.38 -1.28
H -2.16 -0.20 -3.50
H -0.65 1.70 -3.95
H -1.46 -2.49 -4.09
H -1.23 4.97 5.08
Si -0.59 -4.61 -3.10
S 2.62 -0.02 1.51
C -4.71 0.64 4.93
H -0.15 -0.38 -6.07
C -0.06 2.94 3.54
C -2.79 -0.47 3.76
H 2.21 -3.09 -5.24
H -2.94 -5.09 -3.65
C 6.06 -1.91 -0.72
H 0.50 0.13 -7.63
C -2.75 0.49 -1.56
H -5.40 -1.87 5.56
C 1.36 4.31 5.79
C 1.35 4.23 2.14
H -2.33 -1.55 6.20
H 5.30 -0.50 2.26
H -3.25 -1.61 -1.61
C 1.06 -5.46 -3.25
N -0.89 -0.16 1.73
C 2.40 -2.09 -4.86
C -1.19 1.64 -3.01
*
```

* LUMO energy (spin up / spin down): -0.18080 / -0.27001 hartree
* frontier orbital gap (spin up / spin down): 8.1 / 5.7 eV
* relative energy (zero: lowest compared OMol25 entry of this formula, charge and spin): 0.472 eV
* electronic energy: -3159.93492 Ha

Formula: C38H58O29
Source: OMol25
Level of theory: ωB97M-V/def2-TZVPD

```
! wB97M-V def2-TZVPD RIJCOSX def2/J DEFGRID3
* xyz -2 1
H -2.72 0.39 -1.93
H -0.22 -1.38 0.13
H -0.09 -4.66 2.15
H 1.92 -3.51 -0.93
H -0.57 -2.32 4.70
O -3.82 -2.64 2.55
H 4.62 0.99 -1.51
O -4.21 -0.97 -2.59
H -3.06 -3.97 0.13
O -3.70 3.61 -0.36
H -0.76 -1.86 -2.26
H 3.67 -2.71 2.89
C -3.49 -0.30 -1.58
H -1.62 7.34 -0.12
H 0.30 2.51 -2.37
O -1.61 -2.49 2.92
O 4.35 -2.64 -3.29
H 0.96 -3.06 -4.48
H -1.94 -3.25 -1.12
C 2.39 2.17 -2.58
C 1.21 5.18 -3.47
H 0.00 -4.19 0.01
O -0.79 -6.53 1.54
C 3.06 -5.74 0.75
H -2.17 3.87 1.01
H 2.46 1.58 -1.66
O 1.35 5.41 -2.15
O 2.91 -4.82 1.73
H -0.66 2.49 4.51
C 1.86 2.68 3.92
H 4.64 -1.33 -0.79
H 4.70 -2.80 1.45
C -1.69 -0.87 -4.82
H 2.28 1.47 -3.41
H -3.62 0.93 1.03
H 1.82 2.35 4.97
H 1.69 -3.16 1.40
C -1.63 -0.49 4.08
H -1.82 6.30 1.36
O -1.50 -1.99 -4.13
C 0.83 3.67 3.48
H 1.74 1.68 3.47
H -0.92 0.91 -0.56
C 3.87 -1.39 -2.75
H -1.38 0.34 3.43
C -4.55 0.52 0.64
H -1.70 3.31 -0.71
C -0.94 -6.87 0.26
H 3.40 -1.53 1.61
H 0.26 0.10 -2.70
C 0.45 -0.52 0.36
C 3.70 -2.56 1.81
C -0.39 0.79 0.41
H 0.58 4.10 -0.64
O -6.41 -1.10 -3.18
C -4.52 0.55 -0.87
H 5.59 0.77 -2.96
H 6.32 0.59 -1.32
O 6.08 -1.87 -2.20
H -2.63 0.57 5.68
H -4.41 1.55 -1.30
O -1.23 4.50 4.20
H -1.83 -4.84 2.24
C -1.73 -0.02 5.51
H -1.72 -0.90 6.16
O 6.35 -3.61 -3.61
O -5.52 4.79 -0.99
H -5.40 1.08 1.05
O -0.46 6.56 4.72
C -2.89 -2.09 3.05
C -2.07 -3.59 -0.10
H 0.83 -0.73 1.39
H 0.22 -1.43 3.46
H -0.84 0.51 5.84
O 1.62 -0.60 -0.41
H -1.69 5.34 -1.58
H 2.32 4.09 -0.89
H 3.77 -0.68 -3.58
C -2.19 5.37 -0.61
O 3.12 -5.16 -0.46
C 5.44 0.42 -1.95
H 1.22 -0.57 -4.05
O 0.95 4.86 4.28
C 5.68 -2.76 -3.10
C -4.36 4.71 -0.78
H 3.33 2.72 -2.68
C -0.62 3.28 3.75
H 2.86 3.05 3.70
O -1.17 -5.80 -0.54
H -1.21 0.55 1.13
C 0.22 -0.48 -3.62
H 0.03 -3.93 -3.26
O -2.96 -0.95 3.75
C -0.35 -1.84 -3.28
C 1.21 3.11 -2.48
C 2.70 -3.51 1.17
C -0.26 5.43 4.39
H 2.91 -1.41 -2.24
H -0.41 6.21 0.29
H 3.64 -3.20 -0.71
O -1.09 -7.99 -0.13
C -0.77 -1.74 3.79
O -0.74 0.06 -4.52
H 0.98 3.87 2.41
O -5.76 0.01 -1.36
C -2.33 3.91 -0.06
C -1.49 6.35 0.33
H -1.12 2.95 2.84
O -2.63 -0.64 -5.53
C -5.54 -0.74 -2.47
O -3.55 5.79 -0.71
C -0.99 -4.60 0.25
C 2.79 -3.77 -0.33
C 0.59 -3.02 -3.46
C -0.94 -5.13 1.67
O 3.17 -6.91 0.92
O 1.03 3.87 -3.69
H -4.67 -0.50 1.01
H -3.05 -1.01 -0.88
C 1.36 4.21 -1.39
H -1.99 -2.67 0.48
O 0.18 1.97 0.82
C 5.02 -1.03 -1.77
H 1.38 -2.99 -2.71
O 1.20 6.00 -4.32
*
```

* LUMO energy: 0.12481 hartree
* frontier orbital gap: 5.7 eV
* relative energy (zero: lowest compared OMol25 entry of this formula, charge and spin): 0.000 eV
* electronic energy: -3664.91224 Ha